Formula: C22H49CuNO3S2Se2Si2Te
Source: the OMol25 dataset
Level of theory: ωB97M-V/def2-TZVPD

```
83
Properties=species:S:1:pos:R:3:mulliken_charge:R:1
Cu -0.958 -1.542 -0.258 -0.2014
O -3.526 -3.350 4.828 -0.6066
C -4.078 -2.957 3.579 -1.2984
C -3.042 -2.602 2.499 2.2115
C -2.218 -3.847 2.181 -0.3127
O -1.327 -4.195 3.260 -0.7447
C -3.868 -2.141 1.271 -1.3884
Se -3.187 -2.447 -0.570 -0.5770
C -2.156 -1.471 3.054 -1.1596
Se -0.383 -1.199 2.222 -0.4515
H -2.712 -3.838 4.619 0.4614
H -4.714 -2.088 3.772 0.3857
H -4.718 -3.755 3.180 0.4533
H -1.644 -3.672 1.274 -0.3988
H -2.865 -4.708 2.004 0.5559
H -0.649 -3.495 3.231 0.3317
H -4.045 -1.069 1.384 0.2734
H -4.847 -2.625 1.296 0.4175
H -1.968 -1.654 4.111 0.4495
H -2.708 -0.532 2.992 0.1629
S 0.990 -5.487 -0.603 -0.2818
C 0.541 -4.916 -2.154 -0.2188
C 0.213 -3.607 -2.078 -1.0730
N 0.323 -3.047 -0.821 1.2387
C 0.718 -3.933 0.045 -0.4728
H 0.518 -5.563 -3.014 0.4507
H -0.126 -2.986 -2.893 0.4019
H 0.812 -3.706 1.102 0.2469
C 1.793 3.848 -1.090 -0.8076
Si 1.142 3.204 -2.722 0.4694
C 0.620 4.690 -3.737 -1.1795
C 2.497 2.325 -3.655 -0.6212
C -0.358 2.107 -2.526 -0.9518
Te -0.631 1.012 -0.674 0.0451
C -2.732 1.440 -0.640 -0.5780
Si -3.154 2.837 0.505 0.2607
C -2.693 2.382 2.251 -0.8488
C -4.988 3.197 0.425 -1.0923
C -2.229 4.378 -0.020 -0.7323
H 2.833 4.168 -1.194 0.3899
H 1.737 3.094 -0.301 0.0446
H 1.207 4.709 -0.758 0.3464
H 1.479 5.342 -3.925 0.3052
H -0.141 5.277 -3.215 0.2785
H 0.209 4.388 -4.704 0.3142
H 3.450 2.852 -3.559 0.2952
H 2.248 2.270 -4.719 0.3583
H 2.618 1.310 -3.272 -0.1484
H -0.408 1.396 -3.355 0.5802
H -1.252 2.734 -2.573 0.4074
H -3.205 0.493 -0.361 0.0502
H -3.013 1.634 -1.677 0.6340
H -3.443 1.718 2.691 0.2132
H -2.617 3.270 2.885 0.4652
H -1.732 1.858 2.280 0.1810
H -5.566 2.294 0.637 0.2982
H -5.276 3.554 -0.568 0.2927
H -5.273 3.960 1.154 0.3021
H -1.152 4.187 -0.015 -0.0131
H -2.427 5.210 0.661 0.4161
H -2.517 4.690 -1.028 0.2594
C 3.288 0.753 2.752 -0.9398
C 4.349 0.394 1.716 -0.5116
C 3.860 0.551 0.280 -0.5612
S 2.591 -0.649 -0.169 0.8934
O 2.093 -0.200 -1.518 -0.7002
C 3.692 -2.090 -0.448 -1.2993
C 3.722 -2.504 -1.914 0.1761
C 4.643 -1.634 -2.762 -1.2360
H 3.682 0.643 3.764 0.3951
H 2.393 0.132 2.675 0.0920
H 2.970 1.791 2.628 0.2561
H 4.709 -0.628 1.876 0.2590
H 5.222 1.040 1.841 0.4158
H 4.657 0.461 -0.462 0.4600
H 3.363 1.515 0.141 -0.0081
H 3.297 -2.888 0.182 0.3134
H 4.689 -1.831 -0.084 0.6600
H 2.708 -2.462 -2.313 -0.0739
H 4.040 -3.549 -1.958 0.5011
H 4.282 -0.606 -2.789 0.0550
H 4.688 -1.998 -3.790 0.4289
H 5.662 -1.634 -2.363 0.3343
```

Properties
net charge	-1
HOMO level	-3.64	eV
gap between HOMO and LUMO	5.81	eV
molar mass	845.0	g mol⁻¹


Formula: C6H8
Source: the OMol25 dataset
Level of theory: ωB97M-V/def2-TZVPD

```
14
Properties=species:S:1:pos:R:3:mulliken_charge:R:1
C 2.579 -1.317 -0.531 0.0572
C 1.791 -0.697 0.135 -0.4128
C 0.774 0.068 0.869 -0.7892
C -0.232 0.677 -0.093 0.0106
C -1.684 0.798 0.271 -0.6017
C -1.242 -0.209 -0.756 -0.5379
H 3.271 -1.868 -1.129 0.4065
H 0.262 -0.594 1.580 0.2518
H 1.256 0.853 1.465 0.3012
H 0.180 1.474 -0.708 0.3593
H -2.222 1.678 -0.067 0.2496
H -2.007 0.423 1.239 0.2282
H -1.249 -1.259 -0.474 0.2209
H -1.476 -0.027 -1.801 0.2562
```

Properties
ΔE to the lowest compared entry with this formula, charge and spin	41.2	kcal/mol
HOMO level	-9.92	eV
gap between HOMO and LUMO	11.10	eV
SMILES	C#CCC1CC1
molar mass	80.1	g mol⁻¹


Formula: C32H42F3GeN5O5SSeSiW
Source: the OMol25 dataset
Level of theory: ωB97M-V/def2-TZVPD

```
92
Properties=species:S:1:pos:R:3:mulliken_charge:R:1
W 0.287 -0.032 -0.820 1.2695
O -5.303 1.842 4.619 -0.5652
C -4.369 2.450 3.826 0.4321
O -4.254 3.647 3.883 -0.6082
C -3.596 1.524 2.965 1.2062
C -3.155 1.959 1.747 -1.8319
C -2.484 1.041 0.776 2.1295
C -1.965 -0.227 1.400 0.1777
C -2.463 -0.620 2.651 -1.4382
C -3.309 0.201 3.404 -1.2464
N -1.061 -0.913 0.689 1.7686
C -0.655 -2.162 1.169 -1.6278
C 0.567 -2.608 0.805 0.3340
C 1.169 -3.828 1.294 -1.1959
C 2.477 -4.075 1.077 -0.6142
C 3.249 -3.149 0.307 -0.9859
C 2.603 -2.079 -0.240 -0.4075
N 1.296 -1.789 -0.063 1.3462
H -5.329 0.910 4.361 0.3804
H -3.364 2.971 1.423 0.4550
H -3.212 0.748 0.017 -0.6041
H -2.129 -1.545 3.099 0.1802
H -3.581 -0.115 4.406 0.3157
H -1.293 -2.740 1.820 0.2546
H 0.550 -4.503 1.872 0.4649
H 2.935 -4.977 1.470 0.3274
H 4.296 -3.312 0.093 0.4155
H 3.144 -1.408 -0.890 0.1542
Se -1.577 -1.038 -2.431 -0.2053
C -3.310 -1.125 -1.616 -0.0812
C -4.354 -0.335 -2.100 -0.3059
C -5.627 -0.476 -1.570 -0.4081
N -5.943 -1.336 -0.599 -0.7506
C -4.941 -2.090 -0.142 -0.3152
C -3.638 -2.033 -0.613 0.0913
H -4.162 0.396 -2.876 0.4216
H -6.439 0.142 -1.944 0.3518
H -5.192 -2.785 0.654 0.3691
H -2.878 -2.684 -0.201 0.2229
N 1.012 0.545 1.203 -0.4932
C 1.114 0.794 2.317 0.0129
N 1.150 1.113 3.603 -0.1044
C -0.146 1.527 4.178 0.1548
C -0.361 3.009 3.951 -0.2952
O 0.742 3.761 4.466 -0.5023
C 1.941 3.419 3.799 -0.3030
C 2.283 1.953 4.015 -0.6340
H -0.120 1.293 5.245 0.2539
H -0.939 0.950 3.709 -0.2519
H -1.256 3.352 4.467 0.3155
H -0.480 3.196 2.876 0.2565
H 2.724 4.064 4.200 0.4090
H 1.845 3.610 2.721 0.1780
H 2.480 1.758 5.071 0.3403
H 3.159 1.669 3.431 0.3823
S -1.143 1.910 -0.111 -0.4299
C 3.567 1.449 -2.412 -1.4392
Si 2.576 1.320 -0.796 1.8243
C 2.233 3.112 -0.269 -1.1832
C 3.969 0.775 0.420 -1.4600
H 4.358 2.196 -2.271 0.4588
H 2.933 1.770 -3.240 0.2351
H 4.048 0.507 -2.689 0.2829
H 3.133 3.546 0.184 0.4789
H 1.409 3.175 0.445 -0.0458
H 1.964 3.717 -1.133 0.2295
H 4.584 1.651 0.659 0.4915
H 4.635 0.034 -0.035 0.3234
H 3.606 0.346 1.354 0.2135
F -0.852 4.154 -4.378 -0.3033
C -0.020 3.638 -3.459 0.5449
F -0.266 4.273 -2.310 -0.2104
F 1.238 3.987 -3.842 -0.3061
C -0.128 2.083 -3.371 -0.0454
O -0.621 1.524 -4.329 -0.6118
O 0.441 1.622 -2.330 0.3874
C -0.184 -2.959 -4.915 -1.1909
Ge 1.117 -2.697 -3.456 0.7486
C 0.873 -4.235 -2.260 -1.2330
C 2.866 -2.988 -4.366 -1.5037
C 1.286 -0.908 -2.673 -1.2984
H 0.139 -3.824 -5.505 0.4477
H -0.234 -2.084 -5.566 0.3150
H -1.178 -3.142 -4.513 0.3493
H 0.713 -5.128 -2.871 0.5508
H -0.001 -4.087 -1.623 0.1727
H 1.744 -4.390 -1.622 0.3288
H 2.955 -4.019 -4.722 0.4064
H 3.695 -2.785 -3.682 0.3630
H 2.960 -2.317 -5.224 0.3749
H 1.081 -0.248 -3.519 0.6241
H 2.367 -0.835 -2.546 -0.4867
```

Properties
ΔE to the lowest compared entry with this formula, charge and spin	34.3	kcal/mol
net charge	-2
HOMO level (spin up / spin down)	-0.61 / -1.25	eV
<S²>	2.04
multiplicity	3
gap between HOMO and LUMO (spin up / spin down)	4.87 / 5.51	eV
molar mass	1029.3	g mol⁻¹


Formula: C33H29BrCeCl2N6O11S3Se
Source: the OMol25 dataset
Level of theory: ωB97M-V/def2-TZVPD

```
87
Properties=species:S:1:pos:R:3:mulliken_charge:R:1
Ce 0.194 0.507 -0.823 0.4938
O -1.157 -5.189 0.414 -0.6921
C 0.074 -4.972 0.972 0.6216
C 0.673 -6.056 1.607 -0.7122
C 1.926 -5.912 2.177 -0.3289
C 2.593 -4.695 2.108 -0.8913
C 1.981 -3.620 1.484 -0.4783
C 0.715 -3.736 0.926 0.4407
C 0.055 -2.491 0.350 0.4108
O 0.908 -1.643 -0.259 -0.0994
N -0.582 -1.850 1.546 -0.2157
N -1.182 -0.662 1.299 0.9508
C -2.335 -0.460 1.807 -0.9368
C -3.051 0.802 1.703 0.0523
Br -2.006 2.301 1.218 -0.0245
C -4.351 0.997 1.963 -0.8447
C -5.374 -0.026 2.214 0.4231
C -6.477 0.316 3.001 -0.4824
C -7.483 -0.598 3.262 -0.5410
C -7.417 -1.876 2.724 -0.3490
C -6.344 -2.220 1.914 -0.6888
C -5.336 -1.305 1.655 -0.2244
H -1.385 -4.434 -0.149 0.3307
H 0.142 -6.998 1.637 0.4234
H 2.384 -6.759 2.675 0.3436
H 3.576 -4.582 2.546 0.4098
H 2.468 -2.655 1.411 0.3591
H -0.777 -2.761 -0.341 -0.4245
H -1.147 -2.514 2.082 0.3144
H -2.807 -1.240 2.410 0.7409
H -4.704 2.021 1.986 0.3613
H -6.533 1.315 3.417 0.3870
H -8.323 -0.311 3.882 0.3543
H -8.210 -2.590 2.911 0.3653
H -6.297 -3.203 1.463 0.3815
H -4.548 -1.563 0.961 0.5541
Cl 1.897 0.680 1.419 0.3872
C 2.513 1.149 2.979 0.1139
C 3.865 1.431 2.983 -0.8163
C 4.475 1.814 4.168 -0.5685
C 3.706 1.934 5.321 -0.6613
C 2.358 1.658 5.281 0.3180
Cl 1.473 1.868 6.768 -0.2511
C 1.676 1.217 4.116 0.0045
S 0.031 0.781 4.096 -0.4434
H 4.417 1.369 2.056 0.4013
H 5.536 2.023 4.192 0.3565
H 4.147 2.254 6.254 0.3686
O -4.739 1.269 -4.943 -0.6374
C -3.805 1.044 -4.195 0.2809
C -2.326 1.264 -4.497 -0.1659
O -1.836 1.510 -5.591 -0.7062
C -1.647 1.080 -3.216 0.9626
C -2.531 0.589 -2.250 0.2032
O -2.120 0.270 -1.072 0.4371
C -3.893 0.507 -2.768 -0.2017
O -4.904 0.092 -2.213 -0.6936
O -0.402 1.277 -2.957 -0.4943
S 0.395 3.391 -0.409 -0.6259
C 1.404 4.418 -1.283 -0.0241
N 1.671 4.404 -2.582 0.0229
C 2.723 5.370 -2.890 -0.4897
C 3.180 5.857 -1.507 -0.3794
N 2.049 5.455 -0.674 -0.2406
H 1.748 3.486 -3.063 0.2310
H 2.313 6.188 -3.489 0.3476
H 3.514 4.873 -3.449 0.2656
H 3.334 6.936 -1.473 0.3404
H 4.090 5.342 -1.187 0.2099
H 2.176 5.345 0.318 0.2791
S -0.656 -1.956 -2.954 -0.3600
C 0.939 -1.694 -3.440 0.0864
N 1.313 -0.941 -4.485 0.0015
C 2.766 -0.819 -4.567 -0.1706
C 3.252 -1.796 -3.472 -0.4148
N 2.009 -2.307 -2.894 0.0129
H 0.698 -0.188 -4.768 0.2717
H 3.081 0.207 -4.372 0.0080
H 3.111 -1.118 -5.560 0.3002
H 3.857 -1.283 -2.725 0.1678
H 3.830 -2.622 -3.897 0.3737
H 1.925 -2.446 -1.886 0.1260
O 3.672 2.677 -0.721 -0.5611
Se 3.569 1.532 -1.864 1.1709
O 4.849 0.547 -1.926 -0.8256
O 2.204 0.543 -1.532 -0.2186
O 3.233 2.180 -3.332 -0.8837
```

Properties
net charge	-2
HOMO level	-2.05	eV
gap between HOMO and LUMO	4.75	eV
molar mass	1151.7	g mol⁻¹